(1)
{"formula": "C6H13NO3", "method": "ωB97M-V/def2-TZVPD", "symbols": ["C", "C", "N", "C", "O", "C", "C", "O", "C", "H", "H", "H", "H", "H", "H", "H", "H", "H", "H", "H", "H", "O", "H"], "xyz": [[-2.064459, 0.150648, 0.406604], [-0.567328, 0.238281, 0.126576], [0.205591, -0.730399, 0.903916], [0.765949, -0.209701, 2.517315], [0.950373, 0.951187, 2.823033], [-0.268394, 0.085363, -1.360768], [-0.643877, 1.276799, -2.257392], [0.729880, 1.508934, -2.609729], [1.168172, 0.391807, -1.817310], [-2.267711, 0.309408, 1.474570], [-2.609079, 0.920323, -0.158610], [-2.458028, -0.832879, 0.106998], [-0.221361, 1.239961, 0.424644], [1.712293, -1.550950, 1.013004], [0.284565, -0.921783, 3.214950], [-0.652864, -0.878740, -1.722435], [-1.257084, 1.043893, -3.139953], [-1.081830, 2.141016, -1.732800], [1.859092, 0.699299, -1.017479], [1.646288, -0.384575, -2.432842], [-0.094183, -1.681962, 0.705417], [2.519125, -1.484757, 2.009539], [2.344870, -2.281171, 2.522751]], "atomic_forces_ev_per_a": [[-0.2, 0.0, 0.0], [0.4, 0.4, 0.0], [2.0, 1.1, 1.7], [-3.0, 1.7, -0.6], [0.2, -3.3, -2.0], [0.0, -0.2, 0.0], [-0.3, 0.1, -0.1], [-0.1, 0.1, -0.1], [0.2, -0.2, 0.2], [0.0, -0.1, -0.3], [0.1, -0.2, 0.1], [0.1, 0.2, 0.1], [0.1, -0.2, 0.0], [2.7, 1.0, 3.5], [1.1, -0.2, -0.3], [0.1, 0.2, 0.1], [0.1, 0.0, 0.2], [0.1, -0.2, -0.1], [-0.2, -0.1, -0.2], [-0.1, 0.2, 0.1], [-0.4, 0.0, 1.0], [-2.9, -0.2, -3.4], [0.1, -0.2, 0.0]], "total_energy_ev": -14061.18153, "homo_energy_ev": -9.481, "gap_ev": 10.02, "e_above_lowest_kj_mol": 525.6}

***

(2)
{"formula": "C6H13NO3S", "method": "ωB97M-V/def2-TZVPD", "symbols": ["C", "C", "C", "C", "C", "C", "N", "O", "O", "O", "S", "H", "H", "H", "H", "H", "H", "H", "H", "H", "H", "H", "H", "H"], "xyz": [[-1.156137, 0.769125, 1.784766], [-0.374740, 1.074846, 0.742785], [-1.201732, 1.658055, 3.048117], [2.036414, -0.716301, -0.560317], [1.157691, 0.314314, -1.222557], [-0.222180, 0.327757, -0.511442], [-1.147154, -0.367669, -1.078278], [0.163917, -2.933830, -1.799828], [-0.418471, -1.467433, -3.583984], [-1.572176, -3.650999, -3.543920], [-1.057860, -2.497205, -2.435732], [-1.659670, -0.242233, 1.834046], [0.107880, 2.092727, 0.823887], [-2.228103, 1.415612, 3.538924], [-1.040045, 2.776287, 2.915251], [-0.472752, 1.292878, 3.642546], [2.045340, -0.424810, 0.513279], [1.605157, -1.784091, -0.699536], [3.054804, -0.949951, -0.992748], [0.843949, 0.142261, -2.216168], [1.514853, 1.243078, -1.229818], [-1.900815, -0.312081, -0.397419], [-1.038805, -3.721562, -4.369260], [-0.961167, -1.303965, -4.372822]], "atomic_forces_ev_per_a": [[0.4, -0.2, 0.2], [-0.4, 1.6, 0.7], [-4.1, 0.4, -2.1], [0.2, -2.5, 0.0], [-2.9, -2.7, 0.6], [1.1, -0.8, -1.2], [0.6, 1.1, 1.8], [-0.6, -0.3, -0.2], [-0.1, -0.2, -0.1], [0.4, 0.3, -0.3], [0.4, -0.4, -1.5], [0.5, 1.3, 0.0], [-0.2, -1.3, -0.4], [1.8, 0.9, -0.5], [-0.4, -1.5, -0.2], [2.3, -1.1, 2.4], [0.6, -0.6, -0.5], [0.2, 2.0, 0.7], [-0.8, 1.3, 0.5], [0.3, -0.8, -1.3], [1.9, 3.9, 0.4], [-0.9, -0.2, -0.4], [-0.1, 0.1, 1.0], [-0.2, -0.2, 0.5]], "total_energy_ev": -24897.95790, "homo_energy_ev": -9.461, "gap_ev": 10.00, "e_above_lowest_kj_mol": 311.8}

***

(3)
{"formula": "C6H13NOS", "method": "ωB97M-V/def2-TZVPD", "symbols": ["C", "C", "C", "C", "C", "C", "N", "O", "S", "H", "H", "H", "H", "H", "H", "H", "H", "H", "H", "H", "H", "H"], "xyz": [[0.985971, -1.156188, 1.103593], [1.818006, 0.294969, -0.959432], [-0.940062, -0.594688, -1.227798], [-1.388615, 0.622559, 1.028526], [0.906217, 0.248570, 0.306457], [-0.478536, 0.501366, -0.220742], [0.746063, -1.295886, 2.506256], [2.885257, -2.852083, 2.200124], [2.461121, -1.446205, 2.119579], [0.757293, -1.993978, 0.563390], [1.438874, -0.040279, -1.853100], [2.127477, 1.347146, -1.236381], [2.819096, -0.325367, -0.832834], [-0.888759, -0.218847, -2.209981], [-0.363411, -1.534167, -1.340964], [-1.971494, -0.966256, -1.139636], [-1.399313, -0.185273, 1.769635], [-2.400809, 0.721273, 0.863679], [-1.247366, 1.520881, 1.507961], [1.216879, 0.999635, 1.196717], [-0.535091, 1.344316, -0.917105], [0.468445, -0.388116, 2.864230]], "atomic_forces_ev_per_a": [[1.3, 2.8, -0.7], [4.2, 0.7, 2.6], [-0.3, -1.7, 0.4], [0.4, -1.3, -0.9], [1.6, -0.5, 1.3], [-1.8, -1.3, 0.8], [-0.1, 0.3, -0.1], [-0.3, 0.5, -0.1], [-0.4, -0.1, 0.2], [-0.7, -2.1, -1.4], [-1.6, -1.2, -1.7], [-0.2, -0.9, 0.8], [-1.9, 1.4, 0.0], [0.0, 0.7, -1.3], [0.1, 0.5, 0.7], [0.1, 0.5, 0.5], [0.8, -0.1, -0.4], [-2.5, -0.1, -1.3], [1.2, 2.1, 1.4], [-0.6, -1.1, -2.4], [0.3, 0.7, 1.1], [0.4, 0.1, 0.6]], "total_energy_ev": -20802.72018, "homo_energy_ev": -9.442, "gap_ev": 10.22, "e_above_lowest_kj_mol": 345.1}